This record from OMol25 describes a molecular structure, C19H15AsCrN2O2S4Se. The level of theory is the ωB97M-V functional and the def2-TZVPD basis.

```
45
Properties=species:S:1:pos:R:3:forces:R:3:lowdin_spin:R:1
Cr -0.599601 0.028882 -1.772140 -0.13 0.03 -0.02 2.9842
S -4.559444 2.361517 -3.383304 0.11 -0.10 0.06 0.0112
As -3.143453 0.794653 -3.444587 -0.23 0.12 -0.13 0.0183
S -1.051315 1.580054 -3.442827 0.03 -0.09 0.10 -0.0159
S -2.870099 -0.197391 -1.449762 0.09 0.00 -0.11 -0.0341
S -3.405649 -0.696455 -4.933445 0.07 0.09 0.07 0.0065
O 0.683619 1.697773 5.201003 0.00 -0.06 0.05 0.0029
C 0.838589 0.358351 5.015505 -0.05 -0.02 -0.15 0.0120
O 1.294501 -0.306581 5.913992 0.00 0.00 0.01 0.0162
C 0.441704 -0.158129 3.685304 0.01 0.06 0.20 0.0442
C 0.977398 -1.365706 3.240275 0.04 -0.02 -0.10 -0.0041
C 0.733984 -1.825386 1.960443 0.04 0.01 0.08 0.0379
C -0.076833 -1.085758 1.077738 0.02 0.01 -0.12 0.0209
C -0.689206 0.080482 1.568325 -0.01 0.02 0.08 0.0367
C -0.419272 0.541090 2.832749 -0.14 0.00 -0.05 0.0045
N -0.247930 -1.383619 -0.248361 -0.11 -0.07 0.11 0.1789
C -0.000161 -2.597537 -0.747622 0.04 0.10 -0.05 0.2358
C 0.012095 -2.751434 -2.146553 0.03 0.01 0.03 0.0761
C 0.181634 -3.992513 -2.792981 0.02 -0.02 -0.02 0.0696
C 0.177004 -4.046745 -4.163324 -0.01 -0.05 0.03 0.0317
C 0.001488 -2.875862 -4.904251 -0.01 0.08 -0.03 0.1114
C -0.177019 -1.685601 -4.223258 0.03 0.02 0.01 0.0119
N -0.155666 -1.610925 -2.892426 0.05 -0.08 0.17 0.0936
H 0.480165 2.114637 4.351012 0.01 0.02 -0.05 0.0000
H 1.636870 -1.911027 3.903959 0.00 0.00 0.00 -0.0011
H 1.240516 -2.714042 1.608526 -0.01 -0.01 0.01 0.0054
H -1.371630 0.620210 0.923978 -0.01 0.01 -0.01 0.0041
H -0.911976 1.454269 3.149549 0.03 -0.01 0.02 -0.0004
H 0.157065 -3.459516 -0.107594 0.01 -0.02 -0.01 0.0152
H 0.300206 -4.883525 -2.189664 0.00 0.00 -0.01 0.0016
H 0.291572 -5.000195 -4.666421 0.02 0.00 0.00 -0.0007
H -0.046316 -2.878309 -5.982864 0.00 -0.02 0.00 0.0071
H -0.347072 -0.751467 -4.739461 -0.04 -0.01 0.00 -0.0013
Se 1.743511 0.971404 -1.203195 0.04 0.07 -0.25 0.0118
C 1.234067 2.229981 0.138889 0.05 -0.08 0.16 0.0024
C 0.075840 3.009477 0.061611 -0.05 0.08 -0.10 0.0026
C -0.290926 3.845252 1.107985 0.01 -0.03 0.02 0.0006
C 0.493606 3.941617 2.252467 0.01 -0.01 -0.03 0.0006
C 1.664993 3.193876 2.326716 0.02 0.05 -0.05 0.0000
C 2.026968 2.352596 1.284871 -0.01 -0.01 0.03 0.0006
H -0.547705 2.970908 -0.827221 0.03 -0.08 0.02 0.0010
H -1.202970 4.423798 1.019664 0.00 0.00 0.01 0.0000
H 0.207074 4.600007 3.064704 -0.01 0.01 0.01 0.0001
H 2.296783 3.257453 3.206488 0.02 0.01 0.00 0.0000
H 2.922991 1.749436 1.365505 0.00 -0.01 0.00 -0.0001
```
Positions in Å, forces in eV/Å.

Output
Total charge: -2
E: -224975.188 eV
2S+1: 5
E_HOMO (spin up / spin down): -1.18 / -1.77 eV
Orbital gap (spin up / spin down): 5.615 / 5.730 eV
Lowest unoccupied orbital energy (spin up / spin down): 4.43 / 3.96 eV
⟨S²⟩: 6.08